(1)
A cluster of 10 separate species, C35H63F9N10O11S in total. Source: the OMol25 dataset; level of theory: ωB97M-V with the def2-TZVPD basis set.

Last column: Mulliken charge in e.
Atoms and positions in Å:
1 C -8.760 -2.254 1.107  -1.769
2 C -7.630 -2.331 2.158  1.356
3 C -8.093 -3.244 3.314  -1.601
4 C -6.357 -2.837 1.490  -1.104
5 C -5.048 -2.514 2.268  -1.112
6 C -4.843 -1.024 2.277  0.722
7 C -5.392 -0.190 3.230  -0.112
8 C -5.233 1.161 3.205  -0.398
9 C -4.487 1.748 2.213  -1.113
10 C -3.896 0.954 1.292  -0.099
11 C -4.080 -0.421 1.324  0.898
12 C -3.286 -0.997 0.167  -0.695
13 O -3.378 -2.039 -0.439  -0.575
14 N -2.345 0.045 -0.136  0.467
15 C -0.973 -0.130 0.310  -1.161
16 C -0.862 -0.165 1.866  -0.691
17 C 0.605 -0.082 2.304  0.751
18 F 0.977 1.191 2.121  -0.299
19 F 1.303 -0.902 1.492  -0.218
20 C 0.726 -0.503 3.788  0.673
21 F -0.057 -1.525 4.104  -0.288
22 F 0.285 0.534 4.510  -0.310
23 S 2.482 -0.916 4.390  1.391
24 F 2.501 -2.221 3.492  -0.298
25 F 1.884 -1.797 5.585  -0.319
26 F 2.504 0.314 5.393  -0.299
27 F 3.140 -0.032 3.267  -0.299
28 F 3.931 -1.300 4.893  -0.290
29 C -2.991 1.280 0.120  -0.041
30 O -2.876 2.320 -0.494  -0.677
31 H -9.018 -3.239 0.721  0.350
32 H -8.446 -1.558 0.328  0.428
33 H -9.613 -1.780 1.600  0.444
34 H -7.555 -1.325 2.575  0.119
35 H -7.327 -3.265 4.092  0.312
36 H -8.991 -2.783 3.731  0.423
37 H -8.318 -4.231 2.912  0.369
38 H -6.242 -2.404 0.494  0.224
39 H -6.424 -3.921 1.379  0.608
40 H -4.981 -2.978 3.253  0.609
41 H -4.230 -2.940 1.685  0.072
42 H -5.991 -0.682 3.982  0.669
43 H -5.714 1.746 3.974  0.579
44 H -4.360 2.823 2.171  0.684
45 H -0.304 0.630 -0.090  0.417
46 H -0.641 -1.100 -0.054  0.361
47 H -1.325 -1.098 2.183  0.487
48 H -1.371 0.695 2.301  0.322
49 C -3.394 1.543 7.751  -0.720
50 C -4.241 0.499 7.065  0.675
51 N -4.974 -0.303 7.883  -0.401
52 O -4.277 0.368 5.855  -0.531
53 H -3.699 2.528 7.408  0.042
54 H -2.350 1.378 7.489  0.183
55 H -3.492 1.505 8.836  0.373
56 H -4.968 -0.224 8.882  0.169
57 H -5.548 -1.009 7.454  0.220
58 C -4.687 4.499 5.558  -0.573
59 C -5.660 4.859 4.462  0.544
60 N -5.435 6.043 3.829  -0.414
61 O -6.589 4.142 4.151  -0.612
62 H -4.205 3.555 5.303  0.056
63 H -5.237 4.383 6.491  0.276
64 H -3.919 5.259 5.696  0.329
65 H -4.678 6.657 4.060  0.180
66 H -6.069 6.305 3.093  0.241
67 C 3.828 -1.275 -2.978  -0.544
68 C 2.899 -1.373 -1.795  0.540
69 N 3.418 -1.933 -0.667  -0.326
70 O 1.747 -0.980 -1.817  -0.628
71 H 3.931 -0.228 -3.257  -0.115
72 H 3.406 -1.830 -3.812  0.326
73 H 4.814 -1.677 -2.762  0.272
74 H 4.360 -2.268 -0.598  0.178
75 H 2.815 -2.007 0.133  0.252
76 C 6.784 -2.685 -7.230  -0.971
77 C 6.418 -2.216 -5.845  0.687
78 N 7.204 -1.234 -5.334  -0.199
79 O 5.481 -2.676 -5.212  -0.623
80 H 5.936 -2.521 -7.894  0.292
81 H 7.015 -3.748 -7.197  0.250
82 H 7.644 -2.156 -7.621  0.310
83 H 7.977 -0.835 -5.831  0.142
84 H 6.986 -0.885 -4.416  0.139
85 C 11.361 -4.500 -7.743  -0.904
86 C 10.634 -3.247 -7.320  0.659
87 N 11.116 -2.625 -6.211  -0.369
88 O 9.674 -2.811 -7.928  -0.608
89 H 11.745 -4.361 -8.752  0.261
90 H 10.661 -5.333 -7.736  0.238
91 H 12.194 -4.736 -7.081  0.328
92 H 11.904 -2.961 -5.689  0.179
93 H 10.651 -1.789 -5.903  0.203
94 C -6.979 4.909 -2.497  -0.905
95 C -6.587 3.735 -1.629  0.572
96 N -5.254 3.544 -1.455  -0.260
97 O -7.409 3.001 -1.115  -0.628
98 H -7.593 5.592 -1.912  0.247
99 H -7.555 4.545 -3.345  0.253
100 H -6.111 5.453 -2.871  0.292
101 H -4.553 4.130 -1.865  0.181
102 H -4.960 2.774 -0.884  0.205
103 C 4.509 2.204 -5.232  -0.565
104 C 5.770 2.628 -4.519  0.630
105 N 5.837 3.922 -4.138  -0.251
106 O 6.692 1.854 -4.294  -0.629
107 H 4.028 1.410 -4.667  0.066
108 H 4.770 1.831 -6.221  0.214
109 H 3.805 3.028 -5.343  0.318
110 H 5.106 4.586 -4.309  0.177
111 H 6.673 4.231 -3.657  0.196
112 C -2.614 -5.849 -0.183  -0.849
113 C -3.540 -5.943 1.004  0.741
114 N -3.023 -6.520 2.125  -0.421
115 O -4.682 -5.531 0.975  -0.606
116 H -2.498 -4.800 -0.457  0.149
117 H -3.055 -6.390 -1.018  0.255
118 H -1.630 -6.268 0.027  0.354
119 H -2.085 -6.869 2.182  0.174
120 H -3.620 -6.594 2.930  0.219
121 C 10.293 6.326 -2.545  -0.979
122 C 9.239 5.393 -3.084  0.741
123 N 9.656 4.481 -3.998  -0.323
124 O 8.074 5.445 -2.726  -0.709
125 H 10.356 6.202 -1.465  0.262
126 H 10.007 7.352 -2.771  0.262
127 H 11.274 6.132 -2.978  0.316
128 H 10.605 4.412 -4.312  0.190
129 H 8.972 3.840 -4.371  0.142

Values from the calculation:
E_LUMO in eV: 0.427
E in Ha: -4043.80730
Kohn-Sham gap in eV: 9.30
SMILES string: CC(C)CCc1cccc2c1C(=O)N(CCC(F)(F)C(F)(F)S(F)(F)(F)(F)F)C2=O.CC(N)=O.CC(N)=O.CC(N)=O.CC(N)=O.CC(N)=O.CC(N)=O.CC(N)=O.CC(N)=O.CC(N)=O

***

(2)
A cluster of 6 separate species, C35H63N7O5S2 in total. Source: the OMol25 dataset; level of theory: ωB97M-V with the def2-TZVPD basis set.

Last column: Mulliken charge in e.
Atoms and positions in Å:
1 C -5.394 0.720 3.926  -0.615
2 O -6.067 1.792 4.550  -0.424
3 C -5.763 3.076 4.043  -0.798
4 C -6.737 3.536 2.961  -0.385
5 C -6.423 2.894 1.590  -0.507
6 C -6.362 3.873 0.413  -0.338
7 C -6.016 3.101 -0.862  -0.473
8 O -4.588 3.181 -1.085  -0.255
9 S -3.939 2.082 -2.057  0.594
10 O -4.672 2.112 -3.303  -0.610
11 O -4.494 0.780 -1.239  -0.291
12 C -3.959 -0.451 -1.778  -0.839
13 C -2.461 -0.633 -1.493  -0.376
14 C -2.098 -2.001 -0.889  0.237
15 C -1.175 -1.944 0.339  -1.346
16 C -0.019 -0.930 0.269  -0.614
17 C 1.391 -1.566 0.304  -0.426
18 C 2.023 -1.538 1.711  -0.990
19 S 3.499 -0.451 1.795  -0.180
20 C 2.682 1.063 2.082  0.469
21 N 2.283 1.488 3.241  -0.277
22 N 1.655 2.708 3.003  -0.422
23 C 1.738 2.916 1.734  0.021
24 O 2.380 1.913 1.076  -0.246
25 H -4.395 1.005 3.589  0.290
26 H -5.942 0.386 3.039  0.221
27 H -5.322 -0.113 4.619  0.275
28 H -4.729 3.139 3.687  0.428
29 H -5.829 3.760 4.891  0.345
30 H -6.742 4.618 2.888  0.362
31 H -7.710 3.172 3.284  0.284
32 H -7.195 2.156 1.365  0.294
33 H -5.465 2.374 1.627  0.316
34 H -5.576 4.603 0.608  0.316
35 H -7.313 4.370 0.263  0.029
36 H -6.301 2.064 -0.708  0.381
37 H -6.583 3.465 -1.715  0.364
38 H -4.535 -1.237 -1.296  0.348
39 H -4.187 -0.496 -2.843  0.323
40 H -1.947 -0.559 -2.453  0.399
41 H -2.110 0.208 -0.901  0.382
42 H -3.030 -2.472 -0.568  0.563
43 H -1.674 -2.640 -1.657  -0.531
44 H -1.793 -1.789 1.222  0.461
45 H -0.737 -2.938 0.451  0.348
46 H -0.117 -0.266 1.132  0.494
47 H -0.066 -0.290 -0.607  0.448
48 H 2.010 -1.040 -0.413  -0.008
49 H 1.287 -2.605 0.012  0.523
50 H 1.319 -1.112 2.420  0.502
51 H 2.346 -2.513 2.060  0.464
52 H 1.364 3.737 1.151  0.425
53 C 4.327 -1.724 -3.367  -0.754
54 C 3.853 -3.074 -3.889  -0.406
55 C 2.412 -3.018 -4.413  -0.455
56 C 1.498 -2.636 -3.341  0.138
57 N 0.798 -2.385 -2.470  -0.264
58 H 3.717 -1.389 -2.523  -0.046
59 H 5.352 -1.791 -3.022  0.234
60 H 4.275 -0.960 -4.147  0.324
61 H 3.921 -3.817 -3.094  0.228
62 H 4.511 -3.408 -4.691  0.380
63 H 2.094 -3.990 -4.789  0.188
64 H 2.326 -2.295 -5.226  0.365
65 C -9.426 7.385 -1.636  -1.074
66 C -10.214 8.029 -0.501  -0.418
67 C -9.427 8.081 0.815  -0.450
68 C -9.071 6.737 1.270  0.235
69 N -8.789 5.686 1.625  -0.383
70 H -9.184 6.345 -1.412  0.277
71 H -10.006 7.395 -2.558  0.337
72 H -8.492 7.920 -1.820  0.300
73 H -11.143 7.478 -0.345  0.308
74 H -10.488 9.047 -0.780  0.305
75 H -10.017 8.561 1.596  0.298
76 H -8.509 8.656 0.687  0.268
77 C -2.001 -7.325 -2.242  -1.367
78 C -1.920 -5.807 -2.358  -0.109
79 C -1.381 -5.340 -3.715  -0.365
80 C -0.025 -5.838 -3.949  0.241
81 N 1.036 -6.228 -4.131  -0.494
82 H -1.015 -7.783 -2.325  0.357
83 H -2.417 -7.612 -1.277  0.392
84 H -2.639 -7.746 -3.022  0.318
85 H -1.283 -5.414 -1.563  0.125
86 H -2.912 -5.377 -2.214  0.369
87 H -1.353 -4.250 -3.757  0.158
88 H -2.021 -5.693 -4.526  0.395
89 C 9.640 -1.970 -0.417  -1.135
90 C 8.341 -1.232 -0.118  -0.374
91 C 7.125 -2.163 -0.097  -0.081
92 C 6.934 -2.817 -1.391  0.310
93 N 6.792 -3.318 -2.410  -0.525
94 H 9.627 -2.425 -1.409  0.460
95 H 10.486 -1.281 -0.389  0.236
96 H 9.811 -2.754 0.315  0.237
97 H 8.187 -0.446 -0.860  0.330
98 H 8.415 -0.742 0.855  0.257
99 H 6.218 -1.603 0.139  0.004
100 H 7.252 -2.934 0.666  0.348
101 C 11.339 -0.118 4.783  -1.157
102 C 12.294 -0.579 3.687  -0.566
103 C 11.570 -0.996 2.402  -0.296
104 C 10.658 -2.113 2.648  0.284
105 N 9.958 -2.986 2.889  -0.512
106 H 10.667 -0.921 5.088  0.361
107 H 11.894 0.197 5.665  0.337
108 H 10.733 0.725 4.447  0.296
109 H 12.891 -1.416 4.054  0.315
110 H 12.988 0.228 3.447  0.327
111 H 12.287 -1.302 1.640  0.356
112 H 10.992 -0.160 2.001  0.278

Values from the calculation:
E_LUMO in eV: 0.495
E in Ha: -2927.15453
Kohn-Sham gap in eV: 9.73